[1]
ORCA calculation (the ωB97M-V functional and the def2-TZVPD basis) on the molecule C4H10N2OS in a non-equilibrium geometry.

HOMO level (eV): -9.18
LUMO level (eV): 0.657
SMILES: NC(=O)NCCCS
Spin multiplicity: 1
E_tot (Eh): -741.30555
Gap between HOMO and LUMO (eV): 9.838

The geometry in XYZ format:
```
18
Properties=species:S:1:pos:R:3:lowdin_charge:R:1
S -3.17727 2.50538 -0.79986 0.60
O 3.48766 -0.45628 0.70309 0.00
N 1.57050 -0.43503 -0.39298 0.00
N 1.85159 -1.52545 1.87317 0.15
C 2.32506 -0.86591 0.71455 -0.55
C 0.17830 -0.51306 -0.40854 -0.24
C -1.89475 1.10780 -0.33777 -0.52
C -0.59565 0.72109 -1.06755 -0.22
H -2.53690 0.16612 -0.53450 0.08
H -4.14611 1.71140 -0.27319 -0.16
H 2.51873 -1.48675 2.56782 0.06
H 0.15501 1.61810 -1.14662 0.13
H -1.87853 1.08476 0.74717 0.05
H 2.04096 0.26041 -1.07413 0.19
H -0.77087 0.55272 -2.08375 0.07
H -0.03420 -1.48821 -1.05031 0.14
H 1.00345 -2.12098 1.93905 0.11
H -0.09698 -0.83612 0.62436 0.10
```

[2]
ORCA calculation (the ωB97M-V functional and the def2-TZVPD basis) on the molecule C4H10N2OS in a non-equilibrium geometry.

HOMO level (eV): -7.13
LUMO level (eV): 0.371
SMILES: [NH3+]/C=C(\[O-])NCCS
Spin multiplicity: 1
E_tot (Eh): -741.28705
Gap between HOMO and LUMO (eV): 7.503

The geometry in XYZ format:
```
18
Properties=species:S:1:pos:R:3:lowdin_charge:R:1
S -1.98189 1.59274 0.44368 0.70
O 1.75012 0.59152 -1.53846 -0.07
N 0.99712 0.66996 0.61140 0.01
N 0.46727 -1.34394 -2.37464 0.09
C 0.94594 0.16397 -0.65870 -0.60
C -1.09269 1.05471 1.92477 -0.55
C 0.12690 -0.91334 -1.01440 -0.15
C 0.16375 0.20101 1.70729 -0.25
H 0.01922 -2.18805 -2.72174 0.15
H -0.80403 1.97569 2.42652 0.06
H 0.20949 -0.66318 -3.10351 0.15
H 0.83285 0.27965 2.56477 0.12
H -0.73491 -1.44823 -0.64069 0.07
H 1.77840 1.26761 0.83494 0.14
H -1.82562 0.56753 2.56920 0.06
H -0.09692 -0.81549 1.50097 0.09
H 1.48051 -1.37382 -2.46539 0.14
H -2.23551 0.38165 -0.06600 -0.16
```

[3]
ORCA calculation (the ωB97M-V functional and the def2-TZVPD basis) on the molecule C4H10N2OS in a non-equilibrium geometry.

HOMO level (eV): -7.39
LUMO level (eV): 0.634
SMILES: CCN(OC)C(N)=S
Spin multiplicity: 1
E_tot (Eh): -741.14501
Gap between HOMO and LUMO (eV): 8.028

The geometry in XYZ format:
```
18
Properties=species:S:1:pos:R:3:lowdin_charge:R:1
S -2.29013 1.54038 -1.22002 0.70
O -0.67122 -0.33767 -1.40768 -0.29
N -0.41192 0.29428 -0.13156 -0.19
N -1.12397 2.30897 0.87806 -0.01
C 1.04748 0.50511 0.28049 -0.13
C -1.25901 1.31863 -0.00739 -1.00
C 1.86831 -0.80324 0.59413 -0.11
C -0.77188 -1.90475 -1.06334 0.00
H -1.83628 -1.94940 -0.39824 0.14
H 0.04562 -2.31778 -0.35381 0.05
H -0.75405 2.34463 2.00583 0.20
H 3.05973 -0.89649 0.59087 0.12
H -0.73245 -2.29311 -2.13167 0.09
H 1.56761 -1.39488 1.51510 0.07
H 1.50732 -1.63291 -0.05782 0.02
H -1.72684 3.20107 0.68366 0.12
H 1.30571 0.69058 -0.77771 0.12
H 1.17598 1.32660 1.00109 0.10
```

[4]
ORCA calculation (the ωB97M-V functional and the def2-TZVPD basis) on a cluster of 2 separate species, C4H10N2OS in total in a non-equilibrium geometry.

HOMO level (eV): -8.42
LUMO level (eV): -2.616
Spin multiplicity: 1
E_tot (Eh): -741.20147
Gap between HOMO and LUMO (eV): 5.807

The geometry in XYZ format:
```
18
Properties=species:S:1:pos:R:3:lowdin_charge:R:1
S -0.15391 2.20148 -0.13686 0.52
O 1.05410 -2.10238 0.61994 0.07
N -0.19386 -1.71089 -1.19805 0.02
N 0.25082 0.08366 2.10512 0.12
C -0.34421 -0.20917 0.81329 -0.22
C -1.28325 0.82976 0.35574 -0.62
C -0.15457 -0.56454 -2.10328 -0.13
C 0.14567 -1.38607 0.17838 -0.40
H -1.71311 1.23577 1.28674 0.06
H 3.44458 2.01445 -0.00290 0.03
H 0.84691 -0.72870 2.27418 0.08
H 0.49210 -2.47070 -1.23965 0.13
H -1.15047 -0.10757 -2.16705 0.07
H -2.15501 0.48270 -0.19680 0.08
H 2.77593 1.80308 -0.24902 -0.02
H -0.01555 -0.88338 -3.14733 0.09
H 0.91270 0.83527 1.91884 0.07
H 0.57551 0.21250 -1.81230 0.04
```

[5]
ORCA calculation (the ωB97M-V functional and the def2-TZVPD basis) on the molecule C4H10N2OS in a non-equilibrium geometry.

HOMO level (eV): -8.96
LUMO level (eV): 0.797
SMILES: NCNC(=O)CCS
Spin multiplicity: 1
E_tot (Eh): -741.35321
Gap between HOMO and LUMO (eV): 9.758

The geometry in XYZ format:
```
18
Properties=species:S:1:pos:R:3:lowdin_charge:R:1
S -0.16048 2.69797 1.94240 0.70
O 1.68566 0.09830 1.11832 0.03
N 0.00552 -1.18842 0.34817 0.07
N -0.75802 -2.91051 -1.19762 0.02
C -0.99318 -1.60177 -0.69266 -0.26
C 0.71242 -0.02607 0.39173 -0.52
C 0.57587 2.47273 0.29681 -0.56
C 0.19203 1.17474 -0.38840 -0.19
H 0.03201 -1.74544 1.19013 0.14
H 0.74081 1.22172 -1.33194 0.12
H 0.06896 -2.93565 -1.77078 0.07
H -0.99641 -0.80806 -1.42004 0.10
H 0.17507 3.33194 -0.24064 0.06
H -1.93209 -1.60213 -0.13210 0.12
H -0.64773 -3.60822 -0.48195 0.07
H 1.65592 2.56864 0.34411 0.08
H 0.49488 1.77199 2.65342 -0.15
H -0.85124 1.08823 -0.62898 0.10
```

[6]
ORCA calculation (the ωB97M-V functional and the def2-TZVPD basis) on the molecule C4H10N2S in a non-equilibrium geometry.

HOMO level (eV): -8.38
LUMO level (eV): 0.898
SMILES: CC/C(=N/S)NC
Spin multiplicity: 1
E_tot (Eh): -666.06973
Gap between HOMO and LUMO (eV): 9.279

The geometry in XYZ format:
```
17
Properties=species:S:1:pos:R:3:lowdin_charge:R:1
S 3.16823 -0.16595 -0.16951 0.71
N 0.55372 0.93914 -0.45695 -0.04
N 1.74434 -1.03923 0.27871 -0.30
C 0.67315 -0.36936 0.08539 -0.54
C -0.61162 -1.05391 0.51893 -0.17
C -1.78483 -1.10025 -0.57072 -0.08
C -0.31830 1.97740 0.21043 -0.07
H -2.73592 -1.47454 -0.09374 0.08
H -1.52406 -1.76406 -1.41081 0.07
H -1.37587 1.77349 0.06652 0.07
H 1.53074 1.25301 -0.58168 0.02
H -0.33576 -2.04805 0.89424 0.10
H -0.05800 2.01098 1.28504 0.09
H -0.95690 -0.50492 1.40969 0.10
H -1.91478 -0.19020 -1.07458 0.02
H -0.10172 2.96350 -0.17454 0.07
H 4.04758 -1.20706 -0.21642 -0.14
```